Below is a single C5H8O molecule, with properties calculated with the ωB97M-V functional and the def2-TZVPD basis.

As for the energy relative to the best compared isomer or geometry (same formula, charge and spin): 38.9 kcal/mol. The multiplicity is 1. As for the electronic energy: -270.4959 hartree. Its HOMO energy is -9.828 eV.

Structure (XYZ):
```
14
Properties=species:S:1:pos:R:3:forces:R:3
C -1.439 -0.926 -0.335 0.1 -0.1 0.1
C -0.690 0.378 -0.485 0.2 -0.1 -0.1
C 0.017 1.264 0.458 -0.2 0.2 0.3
C 0.871 0.333 -0.382 0.0 0.0 0.0
C 1.653 -0.519 0.587 -0.3 -0.1 0.1
O 1.354 -0.683 1.752 0.1 -0.3 -0.6
H -0.895 -1.608 0.318 -0.2 0.0 0.1
H -2.480 -0.841 -0.002 0.2 0.2 0.1
H -1.464 -1.365 -1.341 0.0 -0.1 0.3
H -1.133 0.985 -1.283 0.7 -0.4 -0.3
H 0.090 0.968 1.497 -0.1 0.3 0.0
H 0.042 2.325 0.240 -0.2 -0.1 0.0
H 1.444 0.603 -1.267 -0.1 0.4 0.3
H 2.630 -0.913 0.244 -0.2 0.0 -0.3
```
Forces are in eV/Å.

Results of the Mulliken charge analysis, in e, for atoms 1 through 5: C -1.2231; C 0.1605; C -0.6740; C -0.1600; C -0.1543

---

Below is a single C5H8O molecule, with properties calculated with the ωB97M-V functional and the def2-TZVPD basis.

As for the energy relative to the best compared isomer or geometry (same formula, charge and spin): 52.7 kcal/mol. The multiplicity is 1. As for the electronic energy: -270.4739 hartree. Its HOMO energy is -9.970 eV.

Structure (XYZ):
```
14
Properties=species:S:1:pos:R:3:forces:R:3
C -0.830 -1.316 0.774 -0.1 0.0 0.1
C -0.042 -0.532 -0.285 0.0 0.1 0.0
C -0.806 0.792 -0.639 -0.4 -0.3 0.0
O -0.003 1.875 -1.012 0.1 0.1 -0.1
C 1.302 -0.127 0.132 0.4 0.3 0.1
C 2.320 0.487 0.340 -0.3 -0.4 0.0
H -0.803 -0.793 1.736 0.0 -0.1 -0.2
H -0.451 -2.331 0.930 0.0 0.2 -0.1
H -1.878 -1.397 0.459 0.2 0.0 0.0
H 0.050 -1.150 -1.188 0.1 0.2 0.1
H -1.465 0.589 -1.488 0.0 0.0 0.2
H -1.433 1.052 0.229 0.1 0.0 -0.1
H 0.806 1.834 -0.476 -0.2 0.1 -0.1
H 3.233 1.015 0.489 0.0 -0.2 0.1
```
Forces are in eV/Å.

Results of the Mulliken charge analysis, in e, for atoms 1 through 5: C -1.3659; C 0.6280; C -0.5753; O -0.4950; C -0.5727

---

Below is 2 unconnected molecules or ions with the total composition C5H8O at a distorted geometry, with properties calculated with the ωB97M-V functional and the def2-TZVPD basis.

As for the energy relative to the best compared isomer or geometry (same formula, charge and spin): 112.7 kcal/mol. The multiplicity is 1. As for the electronic energy: -270.3783 hartree. Its HOMO energy is -8.760 eV.

Structure (XYZ):
```
14
Properties=species:S:1:pos:R:3:forces:R:3
C -0.986 0.690 -0.970 -0.3 0.1 0.4
C -0.430 -0.655 -0.618 0.0 -0.2 0.2
C 1.088 -0.709 -0.628 0.1 0.0 0.2
O 1.518 0.235 0.379 0.1 -0.1 0.2
C 0.468 0.562 1.174 -0.1 -1.2 2.2
C -0.828 0.289 0.508 0.4 -0.6 0.8
H -0.287 1.389 -1.456 -0.3 -0.1 0.6
H -1.989 0.751 -1.378 0.1 -0.1 0.1
H -0.979 -1.570 -0.822 0.0 0.2 0.0
H 1.539 -0.381 -1.575 -0.2 -0.1 0.2
H 1.492 -1.690 -0.360 -0.2 0.0 -0.1
H 0.682 1.423 1.785 -0.1 0.5 -0.2
H -0.096 -0.275 2.392 2.8 0.9 -1.6
H -1.169 -0.066 1.596 -2.3 0.8 -3.1
```
Forces are in eV/Å.

Results of the Mulliken charge analysis, in e, for atoms 1 through 5: C -0.7632; C -0.0931; C -0.5445; O -0.3524; C -0.5586

---

Below is a molecular structure, C5H8O, with properties calculated with the ωB97M-V functional and the def2-TZVPD basis.

As for the energy relative to the best compared isomer or geometry (same formula, charge and spin): 58.8 kcal/mol. The multiplicity is 1. As for the electronic energy: -270.4642 hartree. Its HOMO energy is -9.043 eV.

Structure (XYZ):
```
14
Properties=species:S:1:pos:R:3:forces:R:3
C -1.657 -0.611 0.228 0.1 0.0 0.3
C -0.733 0.426 -0.408 -0.1 -0.1 -0.5
O -0.258 1.248 0.688 -0.1 0.0 0.2
C 1.075 0.922 0.359 0.4 0.2 0.1
C 1.429 -0.545 0.249 0.0 -0.1 0.1
C 0.726 0.146 -0.876 -0.1 0.0 0.0
H -2.614 -0.123 0.452 0.1 -0.1 -0.2
H -1.240 -0.853 1.213 0.0 -0.1 -0.3
H -1.838 -1.544 -0.311 0.1 0.3 -0.2
H -1.234 1.036 -1.172 -0.1 0.0 0.3
H 1.801 1.687 0.603 0.1 -0.1 -0.3
H 2.494 -0.702 0.092 -0.2 0.0 0.1
H 0.919 -1.355 0.765 0.1 0.3 0.2
H 1.130 0.267 -1.880 -0.4 -0.2 0.2
```
Forces are in eV/Å.

Results of the Mulliken charge analysis, in e, for atoms 1 through 5: C -1.3196; C 0.3527; O -0.4429; C -0.1268; C -0.6939

---

Below is a single C5H8O molecule at a distorted geometry, with properties calculated with the ωB97M-V functional and the def2-TZVPD basis.

As for the energy relative to the best compared isomer or geometry (same formula, charge and spin): 77.0 kcal/mol. The multiplicity is 1. As for the electronic energy: -270.4352 hartree. Its HOMO energy is -9.310 eV.

Structure (XYZ):
```
14
Properties=species:S:1:pos:R:3:forces:R:3
C 0.712 -0.553 1.366 -0.1 0.0 0.0
C 0.021 0.684 0.771 -0.2 0.1 0.5
O 1.039 1.400 0.105 -0.1 0.3 0.0
C -1.140 0.372 -0.143 -0.2 0.3 0.2
C -0.900 0.276 -1.424 0.3 -1.2 0.6
C -0.331 -0.699 -2.086 0.3 -0.2 -0.3
H 1.260 -1.114 0.601 -0.2 0.2 0.0
H 1.448 -0.200 2.096 -0.1 -0.1 -0.1
H 0.014 -1.224 1.877 0.0 0.1 -0.1
H -0.414 1.266 1.589 0.3 0.2 0.2
H 0.621 1.929 -0.587 0.2 0.0 0.1
H -0.275 -1.558 -1.424 0.4 -0.4 -0.7
H -2.090 0.038 0.252 -0.3 0.5 0.3
H 0.136 -0.733 -3.044 -0.2 0.1 -0.6
```
Forces are in eV/Å.

Results of the Mulliken charge analysis, in e, for atoms 1 through 5: C -1.2704; C 0.5124; O -0.5501; C -0.1897; C -0.3518

---

Below is a single C5H8O molecule at a distorted geometry, with properties calculated with the ωB97M-V functional and the def2-TZVPD basis.

As for the energy relative to the best compared isomer or geometry (same formula, charge and spin): 65.9 kcal/mol. The multiplicity is 1. As for the electronic energy: -270.4529 hartree. Its HOMO energy is -8.613 eV.

Structure (XYZ):
```
14
Properties=species:S:1:pos:R:3:forces:R:3
C 2.687 0.543 0.012 2.2 -0.4 1.5
C 1.581 -0.542 0.148 -0.8 1.3 -0.2
C 0.322 -0.143 -0.221 2.5 1.3 -0.2
C -1.950 -0.326 0.046 -2.5 3.0 0.4
C -2.203 1.019 0.066 -2.6 -2.3 1.2
H 3.682 0.239 -0.532 -1.9 -0.1 1.2
H 2.478 1.481 -0.518 -0.8 -0.4 0.2
H 2.986 0.855 1.118 -0.4 -0.6 -2.3
H 1.870 -1.481 0.724 -0.7 1.2 -1.2
H 0.230 0.965 -0.632 -0.1 -2.7 0.7
H -2.797 -0.986 0.244 0.5 -0.2 -0.4
H -3.281 1.358 0.348 2.2 -0.7 -0.8
H -1.438 1.721 0.129 0.9 1.2 -0.2
O -0.794 -0.933 -0.148 1.5 -0.6 0.0
```
Forces are in eV/Å.

Results of the Mulliken charge analysis, in e, for atoms 1 through 5: C -0.9773; C -0.0604; C -0.1250; C 0.2105; C -0.8012

---

Below is a single C5H8O molecule, with properties calculated with the ωB97M-V functional and the def2-TZVPD basis.

As for the energy relative to the best compared isomer or geometry (same formula, charge and spin): 95.6 kcal/mol. The multiplicity is 1. As for the electronic energy: -270.4055 hartree. Its HOMO energy is -8.178 eV.

Structure (XYZ):
```
14
Properties=species:S:1:pos:R:3:forces:R:3
C 1.365 1.457 1.214 0.0 -0.1 0.0
C 0.712 1.359 -0.124 -0.1 0.0 0.0
C 0.126 0.260 -0.661 0.1 -0.1 0.1
C 0.174 -1.025 -0.023 -0.3 0.2 -0.2
C -0.928 -1.923 -0.428 0.3 -0.1 0.1
O -2.055 -1.411 -1.135 -0.2 0.2 0.1
H 2.340 1.953 1.133 -0.2 -0.1 0.0
H 0.747 2.092 1.864 0.1 -0.1 -0.1
H 1.468 0.472 1.675 0.0 0.2 -0.1
H -0.420 0.395 -1.601 0.1 0.0 0.1
H 0.636 2.294 -0.684 0.0 -0.1 0.1
H -1.253 -2.521 0.440 0.1 0.1 -0.1
H -0.444 -2.655 -1.102 0.0 0.1 0.2
H -2.469 -0.746 -0.569 0.0 -0.1 -0.2
```
Forces are in eV/Å.

Results of the Mulliken charge analysis, in e, for atoms 1 through 5: C -1.0831; C -0.0290; C -0.0834; C -0.5514; C -0.3187

---

Below is a single C5H8O molecule, with properties calculated with the ωB97M-V functional and the def2-TZVPD basis.

As for the energy relative to the best compared isomer or geometry (same formula, charge and spin): 24.7 kcal/mol. The multiplicity is 1. As for the electronic energy: -270.5186 hartree. Its HOMO energy is -9.375 eV.

Structure (XYZ):
```
14
Properties=species:S:1:pos:R:3:forces:R:3
O 1.215 0.576 1.845 -0.6 -0.2 0.1
C 0.340 0.136 1.151 0.5 0.1 0.1
C 0.836 1.047 -1.002 0.0 0.0 -0.2
C -0.357 0.716 -0.083 0.0 0.0 -0.1
C -1.010 -0.680 -0.300 -0.1 -0.1 -0.1
C -0.237 -1.261 0.917 0.0 0.0 0.2
H 1.711 0.495 -0.647 0.0 0.2 -0.1
H 1.066 2.117 -0.956 0.0 -0.3 -0.1
H 0.695 0.723 -2.036 -0.3 0.3 0.0
H -1.058 1.555 0.034 0.3 -0.2 0.0
H -2.095 -0.712 -0.162 0.2 0.2 0.0
H -0.781 -1.132 -1.271 0.0 0.0 0.2
H -0.862 -1.533 1.772 0.0 -0.2 -0.2
H 0.487 -2.061 0.706 -0.2 0.3 0.2
```
Forces are in eV/Å.

Results of the Mulliken charge analysis, in e, for atoms 1 through 5: O -0.5623; C 0.1189; C -1.3257; C 0.3860; C -0.6952

---

Below is a single C5H8O molecule at a distorted geometry, with properties calculated with the ωB97M-V functional and the def2-TZVPD basis.

As for the energy relative to the best compared isomer or geometry (same formula, charge and spin): 47.3 kcal/mol. The multiplicity is 1. As for the electronic energy: -270.4824 hartree. Its HOMO energy is -8.960 eV.

Structure (XYZ):
```
14
Properties=species:S:1:pos:R:3:forces:R:3
C -1.897 0.283 -0.549 0.3 0.0 0.1
C -0.432 0.142 -0.119 0.4 0.0 0.0
C 0.682 0.858 -0.341 0.1 0.0 -0.2
C 1.910 0.274 0.206 -0.6 -1.8 0.9
O 1.416 -1.033 0.894 0.5 2.0 -0.9
C -0.007 -1.118 0.710 -0.4 0.9 -0.6
H -2.146 -0.423 -1.358 0.3 0.1 0.2
H -2.199 1.279 -0.906 0.5 -0.2 0.2
H -2.580 0.027 0.278 0.3 0.1 -0.1
H 1.129 1.741 -0.829 -2.0 0.2 -0.4
H 2.406 1.067 0.836 -0.3 -1.4 0.3
H 2.603 0.090 -0.650 -0.2 -0.6 0.8
H -0.561 -1.158 1.679 0.6 0.2 -0.4
H -0.324 -2.030 0.151 0.6 0.4 0.2
```
Forces are in eV/Å.

Results of the Mulliken charge analysis, in e, for atoms 1 through 5: C -1.2753; C 0.4907; C -0.2908; C -0.3462; O -0.4066

---

Below is 2 unconnected molecules or ions with the total composition C5H8O, with properties calculated with the ωB97M-V functional and the def2-TZVPD basis.

As for the energy relative to the best compared isomer or geometry (same formula, charge and spin): 56.0 kcal/mol. The multiplicity is 1. As for the electronic energy: -270.4686 hartree. Its HOMO energy is -9.849 eV.

Structure (XYZ):
```
14
Properties=species:S:1:pos:R:3:forces:R:3
C 0.764 -1.661 -0.263 0.0 0.0 0.0
C 1.437 -0.438 0.309 0.2 0.2 -0.2
O 1.964 0.410 -0.373 -0.2 -0.4 0.3
C -1.424 0.489 1.096 0.0 0.1 -0.1
C -1.123 1.162 0.016 0.0 0.0 0.0
C -0.730 1.792 -1.055 -0.1 -0.1 0.2
H 0.116 -1.373 -1.096 0.1 0.0 0.1
H 1.538 -2.331 -0.655 -0.1 0.1 0.1
H 0.185 -2.197 0.493 0.1 0.1 -0.1
H 1.459 -0.362 1.416 0.0 0.0 -0.1
H 0.289 1.633 -1.407 -0.1 0.0 0.0
H -1.857 -0.507 1.037 0.0 0.2 0.0
H -1.246 0.907 2.084 -0.1 0.0 -0.1
H -1.373 2.475 -1.602 0.0 -0.1 0.1
```
Forces are in eV/Å.

Results of the Mulliken charge analysis, in e, for atoms 1 through 5: C -0.7890; C 0.0383; O -0.4922; C -0.6662; C 0.2593